The following is a quantum chemistry calculation of C13H10N2OReS5Sb as an isolated structure in a non-equilibrium geometry, from the Open Molecules 2025 dataset.

Frontier orbital gap (alpha / beta): 5.720 / 5.217 eV
Total charge: +1
Relative energy (zero: lowest compared OMol25 entry of this formula, charge and spin): 1.3927 eV
Multiplicity: 2
Electronic energy: -81506.753 eV

Last column: Mulliken spin population.
Positions of all 33 atoms, in Å:
Re -2.1514 0.8276 0.2320  0.837
Sb -4.5661 3.1226 -0.8331  -0.015
S -5.8717 2.5521 -2.6011  0.195
S -4.4352 4.7278 0.7846  0.096
S -4.3359 0.8840 0.5027  -0.012
S -2.1369 2.4914 -1.3002  -0.092
S -1.7301 0.1027 2.4481  0.012
O -0.1586 1.2646 0.4002  -0.011
N 0.5831 0.8188 1.3883  0.013
N 4.5670 -1.6205 -2.5170  -0.003
C 2.1551 -0.0794 3.4382  0.001
C 0.2267 -1.7988 -0.5218  -0.016
C -0.0100 0.2428 2.4625  0.007
C 1.9166 0.9719 1.3107  0.000
C 2.7288 0.5248 2.3179  -0.001
C -2.0567 -0.9744 -1.0735  -0.026
C 1.2259 -0.6949 -2.8789  0.002
C 3.4490 -1.5088 -2.2972  0.001
C -0.1175 -0.5955 -2.5915  -0.010
C 1.5673 -1.9200 -0.8139  0.004
C 2.0709 -1.3708 -1.9975  -0.007
C 0.7855 -0.2008 3.5195  -0.002
C -0.6412 -1.1356 -1.4075  0.024
H -2.4380 -1.7975 -0.4572  -0.001
H 2.2788 1.4621 0.4212  -0.001
H 2.7798 -0.4417 4.2355  0.000
H 2.2347 -2.4456 -0.1452  0.000
H -0.7773 -0.0959 -3.2845  0.000
H 3.7959 0.6448 2.2283  0.000
H 0.2978 -0.6423 4.3755  0.001
H -2.6953 -0.8081 -1.9494  0.005
H -0.1680 -2.2334 0.3895  -0.001
H 1.6284 -0.2726 -3.7868  0.000

=====

The following is a quantum chemistry calculation of C24H32ClN7O3P as an isolated structure in a non-equilibrium geometry, from the Open Molecules 2025 dataset.

Frontier orbital gap: 6.987 eV
Total charge: -1
Relative energy (zero: lowest compared OMol25 entry of this formula, charge and spin): 0.1090 eV
Electronic energy: -63794.238 eV

Last column: Mulliken charge in e.
Positions of all 68 atoms, in Å:
Cl -4.9773 3.2000 -0.8581  -0.247
P -3.1156 1.2032 -0.9285  0.739
O -2.7714 1.1520 0.5211  -0.707
O -1.9511 2.0720 -1.6520  -0.413
O -2.8973 -0.2691 -1.5895  -0.523
N 2.6620 -2.6374 5.5018  -0.016
N 2.0616 7.2023 -1.8037  0.032
N -0.4879 -0.8203 0.4236  0.132
N -4.5812 1.6021 -1.4109  -0.539
N 0.0925 -0.3589 -6.3028  0.080
N -1.5176 -5.7304 8.5226  0.018
N -1.1208 3.2340 -4.5351  0.359
C -1.3612 4.7205 -6.1545  -0.733
C -0.2711 -0.8762 1.7629  -0.830
C 0.6126 -1.2711 -0.2425  -0.382
C 1.5584 -1.6270 0.6883  -0.713
C 1.0105 -1.8201 -7.6859  -0.438
C 1.1817 5.8628 -3.3330  0.475
C -0.9423 -6.3648 7.4575  -0.382
C 1.8626 5.8906 -2.1460  -0.894
C -1.9516 4.1910 -5.0338  -0.362
C -0.0014 3.1440 -5.3141  -1.151
C -0.0381 -0.9527 -7.5254  -0.496
C -1.7832 -7.8985 8.8693  -0.384
C -1.0916 -7.7132 7.6405  -0.467
C 0.9925 -1.3769 1.9684  -0.055
C 1.9009 -1.8422 7.4198  -0.714
C 1.8054 -1.7429 -6.5101  -0.515
C -0.1202 4.0525 -6.3346  -0.208
C 1.4297 -3.1734 7.2561  -0.039
C 1.5143 8.0138 -2.7608  -0.548
C 1.2112 -0.8314 -5.6774  -0.376
C 0.9611 7.2115 -3.7231  -0.582
C 1.9155 -3.6353 6.0619  -0.561
C 2.6571 -1.5413 6.3191  -0.452
C -2.0315 -6.6560 9.3889  -0.502
H -1.0307 -0.5509 2.4522  0.381
H -1.5595 -4.7356 8.6456  0.225
H 1.7936 -4.5824 5.5650  0.380
H -0.8612 -0.7084 -8.1743  0.382
H -2.8871 4.4139 -4.5497  0.457
H 1.7044 -1.1818 8.2476  0.385
H -0.5382 0.3244 -5.9209  0.211
H 0.6027 4.2217 -7.1154  0.451
H 1.4539 -1.5393 2.9296  0.384
H 1.5615 9.0858 -2.6725  0.366
H -0.4808 -5.8035 6.6631  0.348
H 0.8053 -3.7275 7.9373  0.425
H 2.2161 5.0936 -1.5144  0.362
H 3.1865 -0.6446 6.0474  0.381
H 1.1880 -2.4402 -8.5488  0.378
H 2.5336 7.5185 -0.9781  0.170
H -1.3064 2.6830 -3.7101  0.191
H -1.7730 5.5003 -6.7735  0.416
H -2.0665 -8.8357 9.3182  0.384
H -3.7670 -0.6841 -1.5387  0.292
H 0.6314 -1.3028 -1.3190  0.484
H 2.7075 -2.2926 -6.2996  0.405
H 0.4490 7.5490 -4.6085  0.412
H 2.5394 -2.0202 0.4740  0.372
H 3.1378 -2.6981 4.6205  0.214
H 1.4883 -0.4817 -4.6975  0.386
H -0.7445 -8.4810 6.9698  0.396
H 0.7835 2.4450 -5.0762  0.592
H -2.5274 -6.3532 10.2949  0.365
H 0.8704 4.9772 -3.8645  0.238
H -1.3438 -0.4891 -0.0084  0.264
H -1.1840 2.1270 -1.0751  0.300

=====

The following is a quantum chemistry calculation of C29H23FN3PRuS7 as an isolated structure, from the Open Molecules 2025 dataset.

Frontier orbital gap (alpha / beta): 5.491 / 5.470 eV
Total charge: -1
Relative energy (zero: lowest compared OMol25 entry of this formula, charge and spin): 0.0000 eV
Multiplicity: 2
Electronic energy: -125358.491 eV

Last column: Mulliken spin population.
Positions of all 65 atoms, in Å:
Ru 0.0617 1.0937 0.0233  0.541
S 0.6792 -1.4024 -0.2588  0.015
S -2.0634 0.3903 0.7786  -0.004
S -2.7760 1.5452 -2.1446  0.087
S 2.1102 -0.8895 -3.3878  0.001
S -3.4613 1.5213 -0.2273  0.016
S 4.3722 1.7685 -1.5030  0.001
S -0.7324 1.4459 -2.0381  0.341
P 0.8164 -1.8348 -2.2155  -0.004
F -4.5491 5.5145 2.8661  0.000
N 2.9954 0.5229 2.9346  0.004
N 1.0680 0.7884 1.8618  -0.015
N 2.0674 1.4547 -0.4958  -0.008
C -1.0755 -1.3934 -4.2412  -0.001
C -2.1464 4.4574 0.3691  -0.003
C 0.0084 3.1691 0.5212  0.005
C -1.4643 3.6532 2.5044  0.000
C -3.4609 4.9246 2.2929  -0.001
C -3.4243 -1.8549 -4.0160  0.007
C -0.4279 0.4955 3.8743  -0.007
C -2.3518 -1.4293 -4.7858  -0.002
C 1.2108 -3.6262 -2.2992  0.004
C 1.9906 -6.2919 -2.5636  0.000
C -0.8669 -1.7869 -2.9249  -0.001
C 2.2309 -5.6082 -1.3815  0.000
C -3.2217 -2.2313 -2.6954  -0.002
C 2.0447 0.1666 5.2635  0.002
C 0.8316 0.1107 5.9201  -0.001
C 2.9844 1.0957 0.4737  0.014
C -1.2146 3.7556 1.1347  -0.027
C -2.5818 4.2255 3.0938  0.001
C 1.3567 -5.6426 -3.6161  0.000
C 2.6678 1.8319 -1.5834  -0.011
C 0.7922 0.5583 3.2040  -0.005
C -3.2665 5.0500 0.9354  0.001
C 2.3720 0.7646 1.7523  0.018
C 1.9982 0.3937 3.8916  -0.001
C 0.9743 -4.3178 -3.4849  -0.001
C 4.2839 1.2032 0.1046  0.004
C 1.8416 -4.2814 -1.2496  -0.002
C -0.3855 0.2718 5.2350  0.002
C -1.9481 -2.1995 -2.1500  0.005
H 2.7229 -6.1084 -0.5561  0.000
H 2.9820 0.0426 5.7899  0.000
H -4.0611 -2.5306 -2.0805  -0.001
H 0.8500 3.3146 1.2103  0.003
H 2.1392 2.1332 -2.4737  0.000
H -1.3544 0.6198 3.3270  0.000
H 3.9862 0.5296 3.0908  0.000
H 0.4879 -3.8111 -4.3104  0.000
H -1.3125 0.2204 5.7907  0.000
H -2.5099 -1.1098 -5.8087  0.000
H 1.1649 -6.1693 -4.5429  0.000
H -4.4214 -1.8776 -4.4389  0.000
H 0.8170 -0.0606 6.9887  0.000
H -0.2302 -1.0416 -4.8197  0.002
H -3.9864 5.5892 0.3340  0.000
H -1.9972 4.5253 -0.7029  0.005
H -1.7885 -2.4584 -1.1110  0.001
H -0.7674 3.0999 3.1237  0.001
H 5.1684 0.9413 0.6598  0.000
H 0.2322 3.6999 -0.4064  0.015
H 2.2930 -7.3269 -2.6660  0.000
H -2.7710 4.1402 4.1560  0.000
H 2.0160 -3.7442 -0.3258  -0.001

=====

The following is a quantum chemistry calculation of a 2-piece molecular cluster, C5H8O2 overall, from the Open Molecules 2025 dataset.

Frontier orbital gap: 9.609 eV
SMILES string: OC1=CC1.CC=O
Relative energy (zero: lowest compared OMol25 entry of this formula, charge and spin): 3.2850 eV
Electronic energy: -9406.547 eV

Last column: Mulliken charge in e.
Positions of all 15 atoms, in Å:
O -0.3165 -1.8072 0.8393  -0.509
O 1.7810 -0.0682 1.3773  -0.580
C -1.4665 0.4582 0.6532  -0.308
C 1.6377 0.7057 0.4514  0.133
C -2.2213 -0.4065 -0.3502  -0.589
C 1.6114 0.3016 -0.9918  -0.855
C -1.1106 -0.7844 0.5489  0.243
H -1.3746 1.4526 1.0548  0.370
H -3.2420 -0.7363 -0.1320  0.224
H 2.5690 0.5693 -1.4552  0.358
H 1.4510 -0.7748 -1.0760  0.272
H 0.8318 0.8509 -1.5261  0.263
H -2.0326 -0.2777 -1.4235  0.165
H 1.5419 1.7893 0.6591  0.379
H 0.4609 -1.4548 1.3174  0.435

=====

The following is a quantum chemistry calculation of one molecule with the formula C3H2Br2O in a non-equilibrium geometry, from the Open Molecules 2025 dataset.

Frontier orbital gap (alpha / beta): 7.937 / 8.247 eV
Relative energy (zero: lowest compared OMol25 entry of this formula, charge and spin): 3.0033 eV
Multiplicity: 3
Electronic energy: -145268.733 eV

Last column: Mulliken spin population.
Positions of all 8 atoms, in Å:
Br 3.3352 0.1696 0.3281  0.054
Br -3.3453 -0.2135 0.6321  0.053
O -0.6397 0.2115 0.5286  0.129
C 0.6177 0.3032 0.2862  0.943
C 1.6271 -0.3910 -0.0048  -0.096
C -1.6408 0.5003 -0.0859  0.837
H -1.8475 0.7580 -1.1407  0.022
H 1.8932 -1.3382 -0.5435  0.058

=====

The following is a quantum chemistry calculation of one molecule with the formula C5H7Br in a non-equilibrium geometry, from the Open Molecules 2025 dataset.

Frontier orbital gap: 10.086 eV
SMILES string: C[C@H]1[C@@H]2C[C@]12Br
Relative energy (zero: lowest compared OMol25 entry of this formula, charge and spin): 1.9806 eV
Electronic energy: -75337.838 eV

Last column: Mulliken charge in e.
Positions of all 13 atoms, in Å:
Br -2.9164 0.2023 -0.1938  -0.135
C -1.1646 -0.4661 -0.2800  0.214
C 0.3057 1.6837 0.0675  -1.332
C 0.1589 0.2620 -0.3681  -0.064
C -0.8194 -1.8978 -0.2425  -0.655
C -0.1545 -0.9177 0.6691  -0.188
H -0.4224 2.0223 0.9036  0.275
H -0.3428 -2.5711 -0.9380  0.206
H -0.0757 -0.9387 1.7833  0.264
H 1.2659 1.9346 0.5417  0.348
H -1.5869 -2.6451 0.1074  0.252
H 0.7465 -0.0185 -1.1299  0.468
H -0.0540 2.1544 -0.8488  0.347

=====

> Among the records above, which one has the lowest relative energy (zero: lowest compared OMol25 entry of this formula, charge and spin)?

C29H23FN3PRuS7

=====

> Among the records above, which one has the lowest relative energy (zero: lowest compared OMol25 entry of this formula, charge and spin)?

C29H23FN3PRuS7

=====

> The highest electronic energy belongs to which entry?

C5H8O2

=====

> Which formula does entry 3 have?

C29H23FN3PRuS7